C18H24BN12O4STl | ωB97M-V with the def2-TZVPD basis set

Cartesian coordinates (Å):
Tl1 0.064 -0.556 0.165
C1 1.285 1.802 -4.154
C2 0.368 0.852 -4.281
N1 0.283 0.076 -3.071
N2 1.089 0.499 -2.225
C3 1.913 1.571 -2.824
B1 3.228 1.914 0.581
N3 1.964 2.424 1.016
C4 1.523 3.815 0.931
C5 0.198 3.762 1.602
C6 0.009 2.470 1.992
N4 1.020 1.655 1.641
N5 3.583 0.508 0.609
C7 4.862 0.017 0.687
C8 4.789 -1.339 0.756
C9 3.403 -1.622 0.685
N6 2.690 -0.522 0.607
N7 4.264 2.811 0.084
C10 4.671 4.064 0.449
C11 5.579 4.493 -0.470
C12 5.670 3.429 -1.399
N8 4.892 2.423 -1.072
H1 1.597 2.550 -4.863
H2 -0.281 0.608 -5.106
H3 2.909 1.125 -2.939
H4 2.207 4.492 1.439
H5 -0.442 4.616 1.745
H6 -0.838 2.049 2.510
H7 5.704 0.687 0.688
H8 5.601 -2.039 0.839
H9 2.920 -2.587 0.683
H10 4.337 4.522 1.365
H11 6.119 5.424 -0.472
H12 6.275 3.370 -2.289
O1 0.684 4.545 -2.644
S1 0.878 3.594 -1.621
O2 2.134 2.672 -1.957
O3 -0.176 2.736 -1.183
O4 1.523 4.358 -0.413
C13 -3.505 -0.110 0.807
N9 -4.893 0.080 0.409
C14 -5.283 1.454 0.743
N10 -4.431 2.441 0.075
C15 -3.050 2.206 0.477
N11 -2.593 0.842 0.144
C16 -2.754 0.671 -1.318
N12 -4.127 0.875 -1.755
C17 -4.983 -0.080 -1.045
C18 -4.532 2.231 -1.372
H13 -3.199 -1.129 0.551
H14 -3.423 0.018 1.889
H15 -5.212 1.591 1.824
H16 -6.318 1.612 0.439
H17 -2.975 2.348 1.559
H18 -2.398 2.921 -0.025
H19 -2.443 -0.342 -1.594
H20 -2.103 1.389 -1.820
H21 -4.683 -1.095 -1.312
H22 -6.018 0.072 -1.355
H23 -5.564 2.395 -1.683
H24 -3.891 2.953 -1.882

HOMO level (alpha / beta)   -11.04 / -11.04 eV
2S+1   2
Charge   +1
<S²>   0.777